# 1
ORCA calculation (wB97M-V/def2-TZVPD) on a structure of composition C54H55AsAuBN7.

Each line ends with the Löwdin spin population.
Atoms and positions in Å:
Au 0.92 -0.47 -0.46  0.432
As -0.56 1.61 0.54  0.214
N 3.76 -1.35 -0.32  0.001
N 1.29 -2.15 -2.12  0.088
N 3.03 -0.21 -0.41  0.032
N 2.30 -3.19 0.77  0.001
N 2.38 -2.90 -1.77  0.003
N -1.08 0.02 -0.36  0.431
N 1.10 -2.62 1.09  0.011
C 3.58 2.27 -0.57  0.001
C -1.61 -2.20 -6.11  0.002
C -2.00 -2.16 -0.65  0.142
C -0.50 -2.59 -5.39  -0.001
C -3.49 -0.22 -0.40  0.128
C -0.97 3.25 -0.45  0.062
C -1.11 3.30 -1.84  0.013
C -3.54 1.36 6.02  0.000
C -0.97 4.45 0.29  0.014
C -2.52 -1.30 -5.56  -0.001
C 2.33 2.75 -0.93  0.000
C -3.59 2.96 1.32  0.001
C 5.18 0.32 -0.23  0.002
C -1.53 1.06 4.55  0.001
C -2.59 -4.14 3.88  0.002
C 2.59 -4.21 1.61  0.000
C -4.38 -2.43 -0.71  0.195
C 1.76 -3.61 -3.75  0.003
C 4.62 3.19 -0.43  0.000
C -0.77 2.17 -2.77  0.008
C -0.49 4.62 1.72  0.002
C -0.86 1.10 3.33  0.002
C -1.16 -1.18 -3.58  0.000
C 3.82 -5.05 1.52  0.000
C -2.85 2.16 2.36  0.011
C 2.67 -3.78 -2.74  0.000
C 3.14 5.02 -0.95  0.000
C -2.17 -0.75 -0.45  0.080
C 0.56 0.59 3.34  0.003
C 2.11 4.11 -1.12  0.001
C -1.63 5.67 -1.71  0.009
C -3.35 -3.00 3.64  0.000
C 0.91 -2.58 -3.33  0.006
C -2.83 1.50 4.70  0.000
C -4.57 -1.05 -0.53  0.004
C -3.10 -2.97 -0.78  -0.008
C -1.55 1.62 2.21  0.062
C -0.72 -3.17 2.70  0.002
C -2.06 6.94 -2.38  0.002
C -1.33 5.63 -0.36  0.000
C -1.47 4.50 -2.44  0.001
C 6.15 -2.06 -0.09  0.000
C -0.26 -2.09 -4.10  0.001
C 0.63 -3.33 2.12  0.001
C -1.47 -2.03 2.50  0.001
C -2.29 -0.79 -4.30  0.002
C 4.40 4.55 -0.61  0.001
C 1.54 -4.34 2.48  0.001
C -2.79 -1.94 2.95  0.002
C -3.47 2.05 3.60  0.005
C -1.29 -4.23 3.42  0.000
C 5.06 -1.05 -0.20  0.000
C 3.80 -4.76 -2.69  0.000
C 3.89 0.83 -0.39  0.005
B 3.15 -2.77 -0.43  0.000
H 1.71 -4.17 -4.67  0.001
H 0.19 -3.30 -5.83  0.000
H 6.03 -2.69 0.80  0.000
H 2.98 6.08 -1.10  0.000
H -3.84 0.32 6.18  0.000
H 5.61 2.86 -0.16  0.000
H -3.62 0.84 -0.30  0.005
H -0.70 1.21 -2.28  0.003
H 3.69 -5.45 -1.84  0.000
H -3.02 -4.97 4.44  0.000
H -2.96 -4.04 -0.92  -0.004
H 1.14 1.16 4.07  0.000
H -1.00 0.64 5.41  0.000
H -0.43 3.71 2.30  0.001
H 0.52 5.05 1.69  0.000
H -1.49 2.08 -3.58  0.001
H -1.87 7.81 -1.75  0.000
H -2.89 1.65 6.85  0.000
H -0.97 -0.77 -2.60  0.000
H -1.00 -2.57 -0.69  0.004
H 4.73 -4.47 1.68  0.000
H -0.73 -5.13 3.59  0.000
H 1.52 2.06 -1.09  -0.001
H -4.66 2.73 1.35  0.000
H 3.78 -5.82 2.30  0.000
H -1.78 -2.60 -7.10  0.000
H 6.10 0.88 -0.17  0.000
H 3.80 -5.35 -3.60  0.000
H -3.39 -1.00 -6.12  0.000
H 3.91 -5.55 0.56  0.000
H 1.08 0.65 2.40  0.002
H 0.21 2.37 -3.22  0.001
H 0.58 -0.46 3.66  0.000
H 7.11 -1.55 -0.01  0.000
H -1.61 4.52 -3.52  0.000
H 4.07 -3.53 -0.48  0.000
H -1.55 7.09 -3.33  0.000
H -2.98 -0.08 -3.86  0.000
H 1.46 -5.05 3.28  0.000
H 5.23 5.24 -0.48  0.000
H -3.48 4.03 1.54  0.000
H -3.36 -1.05 2.75  0.000
H -1.01 -1.20 2.00  0.000
H -5.57 -0.64 -0.50  -0.003
H 6.19 -2.72 -0.96  0.000
H -3.23 2.83 0.30  0.000
H -3.14 6.92 -2.58  0.001
H 4.76 -4.26 -2.59  0.000
H -4.44 1.98 6.06  0.000
H -4.38 -2.94 3.98  0.000
H -4.47 2.46 3.71  0.001
H 1.13 4.46 -1.42  0.000
H -1.12 5.32 2.26  0.000
H -5.24 -3.08 -0.82  0.010
H -1.36 6.55 0.22  0.000

Values from the calculation:
charge = +1
expectation value of S² = 2.047
energy relative to the best compared isomer or geometry (same formula, charge and spin) = 0.000 eV
2S+1 = 3
highest occupied orbital energy (spin up / spin down) = -10.247 / -10.254 eV
frontier orbital gap (spin up / spin down) = 8.29 / 5.28 eV
largest force on an atom = 0.0115 hartree/bohr



# 2
ORCA calculation (wB97M-V/def2-TZVPD) on a structure of composition C54H56N4O36PY in a non-equilibrium geometry.

Each line ends with the Löwdin charge.
Atoms and positions in Å:
Y -0.23 -2.02 1.20  1.721
P -0.02 0.24 -0.13  0.198
O -2.82 5.58 -2.53  0.145
O 1.99 3.30 -1.61  0.101
O -6.36 1.32 -0.34  0.137
O 5.48 3.26 0.50  0.104
O 0.96 -3.73 0.15  -0.107
O -4.70 0.65 -3.53  0.096
O 1.64 -3.62 -5.10  0.109
O -0.27 1.39 -5.67  0.130
O 6.12 1.14 -4.49  0.094
O -1.45 -0.31 0.25  -0.382
O -6.31 2.74 4.07  0.076
O 0.69 3.10 1.55  0.099
O 0.67 -1.05 -0.63  -0.419
O -3.67 4.83 1.15  0.112
O 0.55 0.06 1.28  -0.409
O -2.46 -1.93 2.24  -0.102
O 2.32 0.89 3.10  0.074
O 4.80 -4.12 -3.28  0.094
O 0.17 1.61 -0.77  -0.294
O -1.15 3.42 -2.23  0.070
O 0.93 4.47 3.86  0.136
O -1.91 -3.19 -0.27  -0.085
O 0.54 -2.28 -2.86  0.029
O 3.69 1.75 5.32  0.114
O -3.44 5.98 3.69  0.091
O 7.27 -3.49 -2.84  0.098
O 4.14 4.81 -2.45  0.152
O 5.94 -0.28 0.29  0.149
O 6.86 3.97 2.60  0.099
O -3.65 1.91 4.27  0.099
O -0.34 -1.18 3.68  -0.093
O 3.35 -0.90 -0.09  0.085
O -3.69 0.78 -0.30  0.066
O -6.43 2.84 -3.79  0.082
O 0.96 0.09 -7.77  0.104
O 3.87 -0.31 -3.95  0.089
N -2.32 -4.45 -2.14  -0.152
N 2.16 -5.62 -0.38  -0.154
N -4.34 -2.28 3.40  -0.162
N -0.75 0.20 5.44  -0.146
C 3.88 1.98 1.73  0.061
C 1.33 -4.61 -0.64  -0.299
C -2.63 4.70 1.78  -0.327
C -0.49 -0.05 4.16  -0.294
C 0.15 -0.45 -4.22  0.060
C -4.66 4.22 -3.13  0.087
C 2.69 -6.46 -1.45  -0.013
C -2.38 5.41 3.08  -0.225
C 4.07 3.62 -2.66  -0.322
C -0.31 3.90 1.91  -0.204
C -5.15 3.01 -3.36  -0.242
C -4.24 1.23 0.82  -0.226
C 2.93 2.73 -2.36  -0.213
C -3.68 -2.05 2.27  -0.271
C 6.66 -1.91 -1.20  0.067
C -0.75 -0.87 6.43  -0.024
C 0.13 0.27 -5.47  -0.321
C -1.18 5.43 3.65  0.066
C 5.65 -1.16 -0.48  -0.315
C -5.65 2.26 2.98  -0.224
C 5.32 2.84 4.01  0.069
C 1.13 -1.80 -6.46  0.058
C 5.03 2.84 1.56  -0.306
C 4.96 -3.26 -2.43  -0.314
C 1.12 -2.53 -5.21  -0.335
C -2.58 -4.35 -3.58  -0.011
C 5.16 2.97 -3.39  0.080
C 4.12 2.04 4.23  -0.318
C 4.23 -1.52 -0.88  -0.206
C 6.36 -2.85 -2.10  -0.241
C -1.69 -5.67 -1.68  -0.027
C -0.92 1.54 5.95  -0.035
C 3.94 0.84 -3.54  -0.317
C 0.75 -0.53 -6.60  -0.223
C -3.24 4.47 -2.72  -0.307
C -1.48 3.99 1.25  0.071
C 2.61 -5.95 0.98  -0.003
C -3.68 -2.43 4.67  -0.028
C -2.92 1.99 -2.85  0.052
C -0.09 4.59 3.20  -0.331
C 0.56 -1.74 -4.07  -0.226
C 2.84 1.44 -2.78  0.074
C -2.31 -3.33 -1.44  -0.284
C -3.56 1.41 1.97  0.044
C -2.43 3.21 -2.56  -0.224
C -5.71 1.49 0.66  -0.307
C 3.92 -2.45 -1.81  0.059
C -4.19 1.91 3.19  -0.330
C 5.79 3.19 2.79  -0.233
C -6.34 2.06 1.86  0.071
C -4.29 1.78 -3.33  -0.325
C 5.12 1.71 -3.80  -0.241
C -5.80 -2.17 3.50  -0.021
C 3.42 1.63 2.94  -0.211
H 6.80 4.18 1.64  0.115
H -2.48 1.34 1.89  0.117
H -7.35 2.44 1.81  0.137
H 2.88 -2.73 -1.96  0.108
H -1.75 1.61 6.66  0.091
H -6.38 -2.04 2.58  0.096
H 1.99 0.86 -2.47  0.100
H -3.92 -3.37 5.16  0.101
H -6.69 1.92 -3.61  0.113
H 7.68 -1.55 -1.13  0.139
H -6.05 -1.23 3.99  0.092
H -1.51 -5.67 -0.61  0.090
H -2.38 -6.49 -1.89  0.098
H -2.74 -2.47 -1.97  0.161
H 1.32 2.62 -1.31  0.049
H -0.84 -1.83 5.94  0.075
H 6.11 3.49 -3.47  0.139
H 2.44 -1.13 -0.39  0.065
H -2.94 -5.27 -4.03  0.095
H -0.05 1.86 6.53  0.102
H -1.57 3.53 0.28  0.118
H 0.15 -0.86 7.04  0.101
H 0.51 -1.65 -2.06  0.053
H 1.16 -4.56 -1.72  0.138
H 6.09 0.18 -4.59  0.111
H -4.17 6.03 3.05  0.117
H -1.09 2.28 5.18  0.077
H 3.65 -6.23 0.85  0.093
H -2.61 -2.29 4.53  0.067
H 3.30 1.58 0.91  0.121
H 0.46 2.64 0.71  0.070
H -0.80 2.63 -1.75  0.052
H 5.85 3.06 4.93  0.130
H 2.24 -7.45 -1.38  0.099
H -1.61 -0.66 7.08  0.091
H 2.36 -6.08 -2.41  0.097
H 6.77 -4.11 -3.41  0.113
H 2.11 -6.87 1.31  0.098
H 1.66 -2.28 -7.27  0.138
H -0.75 -5.85 -2.20  0.089
H -1.61 -4.14 -4.04  0.091
H -3.26 -3.54 -3.82  0.098
H -4.31 -2.02 1.38  0.158
H 1.91 0.80 2.21  0.053
H 2.46 -5.18 1.72  0.089
H -2.79 0.35 -0.08  0.052
H -6.07 -3.02 4.13  0.090
H -5.64 3.05 4.71  0.110
H 3.77 -6.42 -1.33  0.099
H 0.50 0.95 -7.73  0.121
H -2.29 1.12 -2.86  0.112
H -5.29 5.09 -3.16  0.132
H -0.99 5.97 4.57  0.139
H -0.29 0.00 -3.34  0.109
H -3.95 -1.60 5.34  0.104
H -0.34 0.89 3.62  0.142

Values from the calculation:
charge = 0
energy relative to the best compared isomer or geometry (same formula, charge and spin) = 0.000 eV
highest occupied orbital energy = -8.525 eV
frontier orbital gap = 7.17 eV
largest force on an atom = 0.0658 hartree/bohr



# 3
ORCA calculation (wB97M-V/def2-TZVPD) on a structure of composition C54H57N12OPbSSe.

Each line ends with the Löwdin charge.
Atoms and positions in Å:
Pb -0.08 1.54 0.48  1.210
Se -3.56 4.06 4.29  1.163
S -0.12 1.43 -2.37  0.589
O -4.29 -11.55 0.73  -0.071
N -2.47 3.96 5.68  -0.225
N -1.94 -0.43 1.06  0.048
N -2.71 1.93 -2.88  0.028
N -0.47 2.02 3.35  0.060
N 3.43 1.27 0.52  0.191
N -2.55 3.09 3.21  -0.214
N -1.30 3.73 -2.90  0.029
N -1.40 -5.82 -0.01  0.193
N 0.77 3.99 0.44  -0.081
N -3.27 -5.19 1.01  0.183
N -1.89 3.04 0.20  -0.110
N 0.29 -1.21 -0.29  0.025
C 2.12 4.57 0.47  -0.174
C -2.54 -6.23 0.51  -0.257
C 6.16 -1.68 -0.25  0.006
C 5.97 -0.66 -1.19  -0.020
C 3.58 1.51 -2.63  -0.076
C 0.78 -3.88 -0.91  0.014
C 0.64 2.12 5.51  -0.032
C -1.48 2.42 -2.74  -0.777
C -3.81 -10.29 0.66  -0.279
C -3.03 -0.01 1.67  -0.141
C -2.54 -4.04 0.78  -0.131
C -2.74 5.13 0.41  -0.071
C -3.95 -2.21 1.76  0.007
C -2.47 -9.98 0.42  -0.003
C -3.38 -12.62 0.54  -0.070
C 3.30 6.26 -3.31  -0.088
C 3.26 6.34 -0.91  -0.041
C -3.23 2.98 0.09  -0.222
C -0.59 -2.17 0.07  -0.150
C -3.81 4.24 0.21  -0.112
C 0.52 1.73 4.13  -0.119
C 3.99 0.62 3.46  -0.071
C 4.65 -0.64 1.32  -0.103
C -2.72 4.83 -4.62  -0.070
C -3.11 0.54 -2.69  -0.254
C 4.97 1.47 -1.99  -0.357
C 5.37 2.84 -1.44  -0.044
C 5.11 0.38 -0.95  -0.097
C -4.07 -0.87 2.04  -0.030
C 2.55 5.09 -3.28  -0.086
C -1.49 2.76 3.91  -0.447
C -2.08 -8.65 0.38  -0.013
C -2.80 -2.67 1.11  -0.071
C 1.38 -1.57 -0.94  -0.151
C 5.51 -1.65 0.98  -0.023
C -1.58 4.36 0.40  -0.374
C 2.56 -1.24 2.51  -0.057
C -2.35 4.72 -3.14  -0.224
C 3.98 -0.69 2.67  -0.362
C -0.22 4.80 0.51  -0.112
C 3.66 6.88 -2.13  -0.077
C -0.39 -3.52 -0.23  -0.073
C -4.33 -7.95 0.81  -0.028
C 1.67 -2.91 -1.27  -0.030
C 2.51 5.18 -0.86  -0.219
C 2.16 4.56 -2.06  -0.078
C -0.32 2.87 6.09  0.010
C -1.80 -1.74 0.77  -0.143
C -1.45 3.23 5.28  -0.393
C -3.00 -7.62 0.57  -0.163
C -4.74 -9.27 0.86  0.008
C -1.40 -4.46 0.16  -0.173
C -3.68 -0.06 -3.97  -0.072
C 4.36 0.40 0.32  -0.330
H -4.74 -2.90 2.02  0.117
H -4.94 -0.47 2.54  0.112
H -3.07 1.04 1.92  0.068
H -4.86 4.47 0.15  0.091
H 2.20 5.32 1.26  0.119
H 0.95 -4.93 -1.15  0.122
H -1.74 -10.75 0.27  0.105
H 3.54 6.84 0.02  0.112
H 3.55 2.27 -3.42  0.078
H -2.60 -12.60 1.31  0.097
H -1.97 5.66 -2.77  0.125
H -2.79 6.20 0.54  0.105
H 6.40 2.84 -1.08  0.085
H 1.93 -0.53 1.97  0.034
H 5.29 3.60 -2.22  0.081
H 3.52 1.43 2.91  0.050
H 2.55 -2.18 1.95  0.081
H 2.82 1.78 -1.89  0.019
H 2.59 -3.14 -1.79  0.109
H 3.61 6.68 -4.26  0.103
H -3.52 5.56 -4.75  0.080
H -5.08 -7.18 0.93  0.107
H -3.96 -13.53 0.64  0.095
H -3.05 3.88 -5.03  0.069
H 1.51 1.80 6.06  0.108
H -0.27 3.20 7.12  0.124
H -3.74 2.03 -0.07  0.088
H -1.05 -8.39 0.19  0.115
H -5.77 -9.53 1.03  0.124
H 5.01 0.92 3.71  0.086
H 2.82 3.76 0.70  0.083
H 2.28 4.59 -4.20  0.107
H 6.83 -2.49 -0.48  0.120
H -2.24 -0.01 -2.36  0.066
H 2.06 -0.78 -1.21  0.090
H -0.36 4.05 -2.75  0.096
H 2.11 -1.44 3.49  0.085
H -0.06 5.88 0.64  0.144
H -1.86 5.16 -5.21  0.079
H -3.44 2.58 -3.12  0.130
H 4.72 3.14 -0.62  0.056
H -4.16 -5.26 1.46  0.149
H -4.02 -1.08 -3.78  0.078
H 5.67 1.20 -2.78  0.127
H -3.21 4.48 -2.52  0.100
H -4.54 0.51 -4.33  0.075
H -3.85 0.50 -1.88  0.109
H 3.31 0.55 -3.08  0.080
H -2.93 -0.08 -4.75  0.080
H 1.59 3.63 -2.03  0.044
H 3.45 0.47 4.40  0.070
H 6.51 -0.69 -2.13  0.118
H 4.24 7.79 -2.15  0.105
H 4.56 -1.41 3.24  0.129
H -2.92 -12.59 -0.45  0.097
H 5.70 -2.44 1.70  0.119
H 1.33 1.17 3.68  0.077

Values from the calculation:
charge = +1
energy relative to the best compared isomer or geometry (same formula, charge and spin) = 0.000 eV
highest occupied orbital energy (spin up / spin down) = -9.450 / -9.449 eV
frontier orbital gap (spin up / spin down) = 5.86 / 5.86 eV
largest force on an atom = 0.0108 hartree/bohr